This record from the Open Molecules 2025 dataset describes the molecule C3H5NOS at a distorted geometry. The level of theory is ωB97M-V/def2-TZVPD.

Output
- Multiplicity: 1
- LUMO (alpha / beta): -1.85 / 0.21 eV
- Orbital gap (alpha / beta): 6.3564 / 9.1810 eV

The geometry in XYZ format:
```
11
Properties=species:S:1:pos:R:3:forces:R:3:lowdin_charge:R:1
C 1.691 0.671 0.967 -0.087 0.918 1.342 0.1094
C 1.648 0.538 -0.314 -1.874 -0.646 -0.700 -0.3927
C -1.396 -1.040 -0.220 0.992 -1.310 -0.881 -0.2576
N -1.241 1.402 0.752 -0.258 0.807 1.081 -0.3173
O 0.665 0.665 -1.275 -1.890 0.195 0.930 -0.3514
S -1.210 0.774 -0.583 1.507 -0.787 -1.172 0.8967
H 1.551 1.147 1.926 -0.137 -0.256 -0.374 0.0330
H 2.404 -0.031 -0.766 1.638 -0.583 -0.765 0.0841
H -0.627 -1.111 0.598 -0.735 -0.494 -0.878 0.0420
H -1.074 -1.576 -1.202 -0.410 0.889 1.905 0.0799
H -2.410 -1.438 0.117 1.253 1.266 -0.488 0.0740
```
Forces are in eV/Å.

This record from the Open Molecules 2025 dataset describes C35H33ClIrN4O3S2 as an isolated structure at a distorted geometry. The level of theory is ωB97M-V/def2-TZVPD.

Output
- Net charge: +2
- Multiplicity: 2
- LUMO (alpha / beta): -6.43 / -8.18 eV
- Orbital gap (alpha / beta): 7.1575 / 5.3617 eV

The geometry in XYZ format:
```
79
Properties=species:S:1:pos:R:3:forces:R:3:lowdin_charge:R:1
Ir -0.277 0.420 0.608 0.065 1.358 0.168 1.3267
Cl -5.168 0.001 5.793 0.105 -0.006 -0.074 0.7614
C -3.800 -0.083 4.757 -0.114 -0.001 0.114 -0.6406
C -2.969 -1.208 4.794 0.163 -0.163 -0.031 -0.0410
C -1.858 -1.282 3.983 -0.148 -0.134 0.366 0.0440
C -1.578 -0.255 3.079 0.834 0.238 -0.317 -0.2841
O -0.459 -0.351 2.367 -0.914 -0.913 0.277 -0.1863
C -2.419 0.883 3.030 -0.280 0.062 -0.011 -0.1125
C -2.243 1.983 2.124 -0.061 0.194 -0.142 -0.0250
N -1.434 2.009 1.120 0.322 -0.206 0.104 -0.0627
C -1.444 3.039 0.127 -0.087 -0.001 -0.010 -0.1760
C -2.156 4.208 0.179 0.049 0.061 0.035 0.0263
C -2.107 5.118 -0.896 0.007 -0.005 -0.011 -0.0254
C -1.349 4.861 -2.005 -0.012 0.002 0.047 0.0114
C -0.606 3.662 -2.090 0.000 0.012 0.017 -0.1314
C 0.234 3.333 -3.182 0.018 -0.030 -0.029 0.0398
C 0.942 2.166 -3.172 -0.031 0.043 -0.019 0.0002
C 0.796 1.288 -2.086 -0.097 -0.032 -0.081 -0.0775
N 0.006 1.562 -1.072 -0.207 -0.313 -0.134 -0.0883
C -0.679 2.748 -1.028 0.115 0.006 0.018 -0.1570
C -3.517 0.958 3.902 0.142 0.099 -0.144 -0.0312
H -3.197 -2.013 5.479 -0.008 0.003 -0.006 0.1263
H -1.193 -2.133 4.025 0.018 0.015 -0.026 0.1404
H -2.895 2.838 2.285 -0.054 -0.039 -0.034 0.1398
H -2.753 4.471 1.042 0.020 -0.009 0.018 0.1210
H -2.672 6.037 -0.826 0.003 0.000 -0.003 0.1249
H -1.299 5.573 -2.818 -0.002 -0.001 0.001 0.1321
H 0.312 4.022 -4.014 0.008 0.006 0.007 0.1371
H 1.603 1.897 -3.982 -0.008 -0.003 -0.004 0.1254
H 1.310 0.336 -2.049 -0.014 -0.009 0.022 0.1267
H -4.152 1.835 3.898 -0.001 -0.007 -0.012 0.1264
C 4.955 1.930 2.565 0.005 -0.003 -0.001 -0.0600
C 4.712 1.539 1.115 -0.017 -0.022 0.041 -0.2333
N 4.178 0.175 0.992 0.021 -0.006 -0.023 -0.1048
C 5.182 -0.900 0.881 0.003 0.003 0.002 -0.1814
C 5.460 -1.267 -0.566 -0.001 -0.009 0.003 -0.0556
C 2.891 -0.112 1.001 -0.039 -0.022 0.059 -0.6094
S 1.787 1.221 1.283 -0.234 0.123 -0.177 0.7968
N 2.557 -1.408 0.911 0.072 0.011 0.034 0.1434
C 1.472 -1.893 0.389 -0.184 0.114 -0.062 -0.3929
O 0.542 -1.201 -0.214 0.284 -0.379 0.088 -0.2251
C 1.259 -3.351 0.419 0.014 -0.012 -0.021 -0.1434
C 2.312 -4.216 0.717 -0.012 0.002 0.006 -0.0086
C 2.091 -5.581 0.761 -0.002 -0.010 0.002 -0.0520
C 0.821 -6.087 0.515 0.001 -0.003 -0.001 -0.0535
C -0.232 -5.229 0.223 0.003 0.002 -0.003 -0.0607
C -0.014 -3.862 0.169 0.019 -0.015 -0.009 -0.0178
H 5.396 2.925 2.608 -0.001 0.001 0.003 0.0889
H 5.643 1.236 3.048 0.003 0.002 0.000 0.0830
H 4.024 1.943 3.131 -0.003 -0.003 -0.004 0.0646
H 5.643 1.554 0.549 -0.006 0.007 -0.010 0.1267
H 4.023 2.229 0.631 0.011 0.003 -0.006 0.0819
H 4.821 -1.758 1.441 -0.005 0.006 0.002 0.1136
H 6.081 -0.527 1.371 0.005 -0.006 -0.002 0.1249
H 4.556 -1.641 -1.047 0.004 0.000 0.002 0.0709
H 6.216 -2.050 -0.611 0.009 0.006 0.002 0.0874
H 5.833 -0.410 -1.129 -0.013 0.001 -0.004 0.0791
H 3.295 -3.809 0.907 -0.002 0.001 -0.001 0.1084
H 2.908 -6.253 0.985 0.000 -0.001 -0.001 0.1145
H 0.651 -7.154 0.551 0.000 -0.001 0.003 0.1149
H -1.219 -5.630 0.038 -0.001 0.000 -0.002 0.1093
H -0.825 -3.181 -0.054 0.003 0.002 0.009 0.1001
C -4.416 -1.315 -0.718 -0.006 0.035 0.056 -0.1861
S -3.296 0.073 -0.719 0.032 0.069 -0.020 1.0213
O -2.109 -0.515 0.074 0.139 -0.140 -0.071 -0.6197
C -2.795 0.090 -2.416 0.015 0.013 0.014 -0.4168
C -1.940 -0.893 -2.902 -0.012 -0.014 -0.001 -0.0697
C -1.595 -0.860 -4.243 0.019 -0.009 0.011 -0.0459
C -2.101 0.137 -5.071 -0.003 0.005 -0.004 -0.0451
C -2.945 1.117 -4.567 0.011 -0.002 -0.011 -0.0521
C -3.292 1.104 -3.223 0.015 0.012 0.005 -0.0778
H -3.946 -2.153 -1.227 0.016 -0.006 0.020 0.0746
H -5.331 -1.009 -1.225 0.014 -0.006 -0.031 0.0791
H -4.624 -1.550 0.325 -0.028 0.000 -0.008 0.0693
H -1.550 -1.658 -2.240 0.014 0.022 -0.006 0.1125
H -0.940 -1.621 -4.647 0.002 0.006 0.003 0.1202
H -1.836 0.146 -6.121 -0.002 0.000 0.004 0.1193
H -3.337 1.886 -5.218 0.004 -0.001 0.001 0.1188
H -3.946 1.865 -2.813 0.000 0.000 0.001 0.1170
```
Forces are in eV/Å.

This record from the Open Molecules 2025 dataset describes C2H6ClN2 as an isolated structure at a distorted geometry. The level of theory is ωB97M-V/def2-TZVPD.

Output
- Net charge: +1
- Multiplicity: 1
- LUMO: -5.96 eV
- Orbital gap: 7.7923 eV

The geometry in XYZ format:
```
11
Properties=species:S:1:pos:R:3:forces:R:3:lowdin_charge:R:1
C -0.419 0.871 -0.359 3.536 1.047 -0.388 -0.0886
C -0.460 -1.588 -0.695 0.496 -1.073 -0.331 -0.5416
N 0.377 1.914 -0.229 -0.001 0.306 0.600 0.2187
N 0.059 -0.334 -0.735 1.877 1.377 1.092 -0.0610
Cl -2.068 -1.598 -0.423 -1.627 0.001 0.093 0.7749
H -1.385 1.068 -0.144 -3.297 -0.017 0.575 0.1084
H 0.569 -2.245 2.056 0.477 -0.158 -1.256 0.0531
H 0.817 -2.355 1.317 -0.440 0.137 1.357 0.0111
H 0.039 2.809 0.258 0.621 -1.827 -1.255 0.1995
H 1.391 1.847 -0.469 -1.151 0.225 0.382 0.1709
H 1.080 -0.388 -0.576 -0.492 -0.019 -0.869 0.1547
```
Forces are in eV/Å.

This record from the Open Molecules 2025 dataset describes C25H29N6RuSi as an isolated structure. The level of theory is ωB97M-V/def2-TZVPD.

Output
- Net charge: +3
- Multiplicity: 5
- LUMO (alpha / beta): -9.63 / -11.51 eV
- Orbital gap (alpha / beta): 7.3903 / 5.6849 eV

The geometry in XYZ format:
```
62
Properties=species:S:1:pos:R:3:forces:R:3:lowdin_charge:R:1
Ru -0.142 -0.802 -0.152 0.012 0.392 0.357 1.4179
C 1.222 -1.629 2.274 -0.166 -0.049 -0.005 -0.0436
N -0.053 -1.977 1.566 0.042 -0.213 -0.006 -0.1450
C -1.334 -1.940 2.331 0.129 0.028 -0.025 -0.0564
C -2.403 -1.743 1.299 0.123 0.037 -0.025 -0.2826
N -2.106 -1.230 0.089 -0.420 -0.189 -0.017 -0.0139
C -3.296 -1.313 -0.669 0.183 0.126 0.017 -0.1813
C -3.578 -1.008 -2.000 -0.036 -0.042 0.046 -0.0019
C -4.874 -1.216 -2.426 -0.028 -0.009 0.006 -0.0242
C -5.871 -1.710 -1.569 -0.015 0.003 -0.033 -0.0187
C -5.600 -2.034 -0.256 0.064 0.054 -0.043 0.0320
C -4.291 -1.828 0.158 -0.114 -0.057 0.138 -0.1537
N -3.675 -2.090 1.387 0.013 0.023 -0.031 0.2228
C 2.233 -1.561 1.171 -0.026 -0.012 0.042 -0.2768
N 1.829 -1.247 -0.068 0.359 0.010 -0.104 -0.0152
C 2.955 -1.375 -0.899 -0.220 0.024 -0.027 -0.2091
C 3.100 -1.229 -2.276 0.067 -0.036 0.014 -0.0188
C 4.361 -1.450 -2.790 0.050 -0.015 0.023 -0.0222
C 5.446 -1.803 -1.968 -0.007 0.006 -0.046 -0.0171
C 5.309 -1.957 -0.604 -0.066 0.045 -0.025 0.0337
C 4.033 -1.738 -0.097 0.121 -0.053 0.136 -0.1477
N 3.526 -1.847 1.206 -0.011 0.010 -0.089 0.2277
H 1.469 -2.375 3.030 0.045 0.010 0.003 0.1548
H 1.086 -0.661 2.763 0.037 0.012 -0.009 0.1350
H 0.063 -2.928 1.208 -0.038 -0.023 0.007 0.1575
H -1.289 -1.115 3.040 -0.027 0.027 0.035 0.1224
H -1.470 -2.861 2.899 -0.056 -0.008 -0.013 0.1565
H -2.827 -0.659 -2.691 -0.013 -0.011 -0.002 0.0963
H -5.133 -1.002 -3.454 0.009 0.009 0.000 0.1282
H -6.872 -1.850 -1.954 0.001 -0.003 0.001 0.1311
H -6.362 -2.426 0.404 0.008 -0.012 0.007 0.1347
H -4.121 -2.503 2.196 -0.025 -0.012 -0.017 0.2001
H 2.273 -0.963 -2.921 -0.002 -0.017 0.014 0.1112
H 4.525 -1.358 -3.855 -0.009 0.007 0.001 0.1284
H 6.414 -1.966 -2.422 -0.003 0.000 0.002 0.1308
H 6.143 -2.236 0.025 -0.007 -0.007 0.004 0.1347
H 4.051 -2.128 2.023 0.010 0.002 -0.003 0.1997
C -0.306 0.522 -2.318 0.089 -0.377 0.104 -0.1835
Si 0.533 1.960 -1.384 -0.100 -0.152 0.129 0.4597
C 2.335 2.127 -1.710 0.122 0.054 -0.019 -0.1342
C -0.458 3.473 -1.746 -0.048 0.148 -0.001 -0.1363
N 0.169 1.335 0.281 -0.068 0.155 -0.109 -0.0824
C 0.020 2.101 1.360 0.116 0.149 -0.107 -0.3338
C 0.658 3.388 1.436 -0.004 0.035 0.073 0.0119
C 0.531 4.170 2.551 -0.011 -0.025 -0.025 -0.0094
C -0.252 3.735 3.630 -0.034 -0.015 0.040 0.0250
C -0.921 2.497 3.571 0.026 0.019 -0.022 -0.0224
C -0.786 1.699 2.471 -0.044 -0.038 0.055 -0.0225
H 0.023 0.460 -3.359 0.000 0.185 -0.010 0.0818
H -1.385 0.654 -2.303 0.014 0.044 -0.087 0.0221
H -0.070 -0.558 -2.054 -0.044 -0.081 -0.322 -0.0003
H 2.485 2.358 -2.769 0.010 -0.023 0.005 0.0669
H 2.931 1.249 -1.467 -0.030 0.016 0.002 0.0185
H 2.740 2.974 -1.150 0.000 -0.005 -0.005 0.0513
H -0.792 3.466 -2.787 0.035 -0.016 -0.007 0.0605
H 0.143 4.375 -1.615 -0.023 -0.001 0.018 0.0570
H -1.346 3.560 -1.118 0.001 -0.031 -0.004 0.0566
H 1.278 3.725 0.615 -0.010 -0.033 -0.019 0.1049
H 1.031 5.128 2.604 0.005 -0.005 -0.005 0.1356
H -0.361 4.360 4.506 0.011 0.005 -0.007 0.1357
H -1.562 2.203 4.392 -0.005 -0.006 -0.008 0.1286
H -1.374 0.798 2.367 0.002 -0.061 -0.001 0.0815
```
Forces are in eV/Å.

Values for calculated total energy, hartree, ordered as above
-645.22240, -3158.74682, -649.10997, -1682.05608